Record 1
Formula: C21H46NOP3SeW
Source: OMol25
Level of theory: ωB97M-V/def2-TZVPD

CARTESIAN COORDINATES (ANGSTROEM)
C 2.887 4.029 -0.461
C -3.240 -2.913 -1.167
H -0.859 -3.801 -1.987
C 1.011 -2.203 -1.698
H 1.148 -1.049 3.460
H -4.649 -1.744 -0.053
H 2.531 -2.208 -0.287
H 3.579 0.626 1.292
H -4.656 -5.261 -1.988
H -0.219 0.620 -0.035
C -3.017 1.188 -0.710
H 4.041 1.014 -0.371
P -1.661 2.334 -1.089
H 4.398 -1.852 -5.169
H 3.701 4.435 0.146
H 0.001 -1.711 -1.511
H 1.523 -1.375 -2.294
C -0.967 -1.391 1.701
C -1.658 3.792 0.014
C -1.743 -4.234 -2.456
C -3.700 -5.321 -1.411
H 2.927 1.452 -7.618
H 1.163 3.795 2.204
H -1.815 3.470 1.057
H -3.972 -5.488 -0.347
H 2.952 3.818 2.320
H -2.651 3.455 -2.921
Se 1.833 1.932 -2.600
H -1.941 1.841 -3.406
H -1.575 -5.281 -2.693
H -1.989 -1.147 1.394
C 2.071 3.193 2.161
H 2.265 0.198 2.817
C 3.291 -0.317 -4.126
H -3.130 -6.200 -1.760
H -2.797 0.159 -1.080
H 2.079 4.760 -0.550
C -4.508 -2.797 -0.352
C 3.861 -0.922 -5.262
H 4.112 -0.763 -7.412
H 2.062 -1.380 1.954
H -0.272 2.175 2.750
H 1.961 2.493 -5.539
H -5.384 -3.145 -0.936
H 1.228 -3.346 0.177
H -1.920 -3.658 -3.371
H -4.443 -3.436 0.549
H -2.498 4.397 -0.358
C -0.762 1.201 2.677
H -0.700 4.337 -0.075
H -1.788 1.344 2.313
C -1.779 2.783 -2.847
H -0.997 -1.744 2.741
O -2.550 -1.918 -1.468
C 2.604 0.885 -4.262
H 3.375 -0.786 -3.146
C 1.557 -0.594 2.539
P 2.359 2.614 0.532
N -2.857 -4.155 -1.568
H -0.836 3.245 -3.201
C 2.468 1.531 -5.483
C 3.025 0.940 -6.647
H 2.037 2.373 2.881
C 1.640 -2.717 -0.616
C 3.706 -0.306 -6.513
H -0.790 0.746 3.676
H -3.912 1.597 -1.212
H 3.263 3.773 -1.464
H -0.637 -2.225 1.078
C 3.750 1.449 0.591
P 0.137 0.049 1.603
H 4.577 2.065 0.957
W 0.582 1.950 -0.697
H -3.151 1.140 0.385

## Properties
**ΔE to the lowest compared entry with this formula, charge and spin**: 76.81 kcal per mole
**F_max**: 0.0880 Eh/bohr
**2S+1**: 3
**Lowest unoccupied orbital energy (spin up / spin down)**: -0.55264 / -0.57839 Ha
**Charge**: +4
**Orbital gap (spin up / spin down)**: 2.69 / 1.98 eV
**<S²>**: 2.0816

Let us look at the Löwdin charges, expressed in e, one per atom: -0.247, -0.491, 0.048, -0.066, 0.111, 0.077, 0.039, 0.042, 0.119, -0.079, -0.192, 0.067, 0.665, 0.133, 0.089, 0.053, 0.022, -0.171, -0.188, -0.037, -0.030, 0.145, 0.071, 0.060, 0.103, 0.094, 0.092, 0.893, 0.092, 0.102, 0.067, -0.212, 0.045, -0.103, 0.103, 0.039, 0.074, 0.011, 0.000, 0.138, 0.071, 0.033, 0.115, 0.111, 0.067, 0.110, 0.098, 0.101, -0.191, 0.052, 0.062, -0.203, 0.104, -0.065, -0.382, 0.098, -0.164, 0.557, -0.154, 0.034, -0.100, 0.017, 0.060, -0.048, 0.019, 0.105, 0.095, 0.027, 0.058, -0.174, 0.919, 0.093, 0.638, 0.057

***

Record 2
Formula: C21H47BN3O7S2
Source: OMol25
Level of theory: ωB97M-V/def2-TZVPD

CARTESIAN COORDINATES (ANGSTROEM)
C 6.495 -2.471 0.240
H 5.933 2.345 0.115
H -3.030 6.619 -1.048
H 6.450 -0.413 -0.204
H -5.771 -0.027 -5.019
H -1.355 1.058 -1.036
S -1.981 -0.883 0.300
C -6.825 -0.235 -4.823
H 1.172 -3.018 1.202
H 4.408 -0.364 -0.680
H -3.966 4.051 -0.355
H -5.534 1.703 1.246
H 6.371 -3.107 1.113
O 0.715 -0.260 2.613
H -5.055 0.603 2.572
H 8.163 -2.728 -1.164
O 3.922 -3.013 1.908
C 3.756 0.676 1.807
C -0.868 0.405 -0.326
O -6.347 -1.072 -2.593
O 5.663 1.958 0.950
H -4.994 -2.966 2.332
H -8.169 -0.366 -3.141
H -0.541 0.959 0.550
C -5.796 0.815 1.807
C -3.619 -0.315 0.036
H -2.033 5.300 -0.415
C 3.598 3.127 1.300
C 4.241 1.796 0.872
H -6.911 0.871 -2.969
O -4.072 5.007 -0.389
C 5.906 -1.080 0.472
H -5.418 -0.866 -2.747
H 4.140 3.556 2.139
H -5.517 -2.456 -0.458
H 6.094 -0.706 1.477
O 3.820 -1.396 3.473
H 8.801 -3.081 1.800
O 0.816 -2.520 1.948
H 0.257 -1.366 -0.964
H 1.531 1.033 0.335
H -4.157 -4.185 1.413
B 1.232 -1.246 1.783
N 4.486 -1.031 0.076
H 3.620 3.867 0.495
N 2.184 -0.962 0.675
H 0.473 0.093 -1.944
C -4.672 -2.433 0.236
C 8.790 -3.418 0.766
H 4.498 0.618 2.598
H -6.763 0.941 2.286
C -2.913 5.536 -1.023
H -6.335 -0.198 -0.077
H -7.430 0.475 -5.391
H 8.402 -1.455 0.071
C -5.860 -0.406 0.881
H -3.799 -2.731 -0.332
H 8.370 -4.421 0.738
C 3.561 -0.724 1.162
C 3.790 -1.818 2.276
H 1.338 -0.073 3.324
H -1.869 5.399 -2.916
H -3.631 5.216 -3.030
N -4.550 -1.052 0.745
C -4.951 -3.444 1.356
H -2.655 3.894 -2.402
C 8.002 -2.451 -0.125
H 2.549 3.015 1.568
C -2.752 4.982 -2.427
H -6.494 -1.139 1.384
H -5.890 -3.974 1.219
H 2.850 1.042 2.274
C -7.121 -0.140 -3.337
H -7.030 -1.242 -5.188
H 5.948 -2.956 -0.563
H 9.826 -3.449 0.421
C 0.395 -0.290 -0.928
H 3.945 1.635 -0.166
C 1.699 0.085 -0.205
H 2.425 0.335 -0.979
S -3.958 0.934 -0.989

## Properties
**F_max**: 0.0372 Eh/bohr
**2S+1**: 1
**Lowest unoccupied orbital energy**: 0.07082 Ha
**Charge**: -1
**Orbital gap**: 6.66 eV

Let us look at the Löwdin charges, expressed in e, one per atom: -0.194, 0.084, 0.107, 0.101, 0.073, 0.019, 0.991, -0.093, 0.113, 0.084, 0.047, 0.036, 0.093, 0.142, 0.081, 0.092, -0.022, -0.067, -0.439, -0.116, -0.044, 0.074, 0.110, 0.069, -0.085, -1.053, 0.109, -0.057, -0.419, 0.105, -0.090, -0.207, 0.047, 0.079, 0.105, 0.125, -0.050, 0.070, 0.205, 0.093, 0.113, 0.069, -0.819, 0.035, 0.068, 0.070, 0.102, -0.238, -0.135, 0.123, 0.068, -0.325, 0.087, 0.071, 0.092, -0.275, 0.091, 0.067, -0.369, -0.641, 0.105, 0.071, 0.073, -0.216, -0.071, 0.060, -0.263, 0.067, -0.093, 0.115, 0.065, 0.098, -0.326, 0.073, 0.106, 0.056, -0.203, 0.114, -0.196, 0.107, 0.683

***

Record 3
Formula: C21H47CoOP3S
Source: OMol25
Level of theory: ωB97M-V/def2-TZVPD

CARTESIAN COORDINATES (ANGSTROEM)
H -1.832 -2.152 -2.537
C -2.638 -2.395 0.561
P 0.538 2.194 -0.558
H 2.627 -2.540 -0.463
H 0.747 3.863 -2.287
C 2.261 -2.416 -1.489
H -0.345 0.559 4.955
H -0.143 4.499 -0.161
H 1.527 -3.196 -1.713
H -2.534 -2.174 1.630
H 1.856 -1.566 2.941
H -0.302 -3.041 -2.433
H -2.759 -0.191 -1.461
C 3.357 -0.008 2.866
C 0.564 0.791 3.039
H 2.863 1.958 0.216
H -0.237 1.414 2.618
C 3.140 0.212 -1.537
S -4.759 -3.503 -2.204
H 3.172 0.180 3.928
C 0.049 -0.089 4.162
H -0.230 2.475 -2.843
H 3.110 -2.523 -2.177
H 1.851 2.840 1.374
H -7.976 -2.837 -5.853
H 1.546 2.349 -2.803
H 0.293 -1.263 -3.688
C -8.345 -1.747 -2.638
C -7.743 -2.674 -4.798
C -2.124 0.597 -1.045
H 0.976 -3.420 0.417
P 1.576 -0.727 -1.693
H -2.964 -3.436 0.457
C -6.256 -2.957 -2.899
H 2.016 -0.936 -4.048
H -9.038 -1.191 -2.006
Co -0.182 -0.101 -0.654
H -0.756 -0.747 3.811
H 3.015 1.258 -1.837
H -1.812 -3.794 -1.844
C 2.070 2.702 0.309
H -1.567 3.432 -0.243
H -4.142 -3.924 -3.338
H -0.067 -2.989 1.790
H 1.357 1.461 3.417
H 0.886 0.417 -3.728
C -6.564 -3.192 -4.250
H 0.855 -0.696 4.594
H 3.490 0.165 -0.497
C 1.146 -0.614 -3.466
P -1.007 -2.141 -0.256
H -9.543 -1.522 -4.432
H -0.546 -4.312 0.686
H 4.268 -0.612 2.793
O 1.078 0.049 1.928
C -1.838 0.648 0.350
C -1.253 -2.855 -1.926
C -0.542 3.520 0.128
H -5.865 -3.770 -4.845
C 0.674 2.768 -2.295
H 2.414 3.655 -0.115
H -2.063 1.497 -1.667
C 2.203 -0.774 2.261
H -3.410 -1.742 0.146
C -0.059 -3.331 0.748
H -1.622 1.591 0.852
H 3.544 0.954 2.372
H 3.895 -0.256 -2.182
C -7.172 -2.264 -2.087
H -0.550 3.456 1.222
H 2.493 -1.256 1.318
H -6.935 -2.135 -1.037
H -2.162 -0.138 1.033
C -8.627 -1.941 -3.997

## Properties
**ΔE to the lowest compared entry with this formula, charge and spin**: 0.00 kcal per mole
**F_max**: 0.0646 Eh/bohr
**2S+1**: 5
**Lowest unoccupied orbital energy (spin up / spin down)**: -0.31813 / -0.43110 Ha
**Charge**: +3
**Orbital gap (spin up / spin down)**: 7.06 / 5.60 eV
**<S²>**: 6.0668

Let us look at the Löwdin charges, expressed in e, one per atom: 0.040, -0.242, 0.822, 0.045, 0.070, -0.226, 0.101, 0.077, 0.035, 0.065, 0.116, 0.027, 0.063, -0.050, -0.271, 0.012, 0.099, -0.219, 1.017, 0.090, -0.048, 0.049, 0.077, 0.055, 0.141, 0.035, 0.039, 0.005, 0.010, -0.138, 0.024, 0.737, 0.058, -0.551, 0.077, 0.139, 0.226, 0.078, 0.034, 0.043, -0.217, 0.057, -0.046, 0.061, 0.122, 0.039, -0.043, 0.085, 0.052, -0.203, 0.796, 0.150, 0.075, 0.099, -0.256, -0.161, -0.250, -0.226, 0.120, -0.231, 0.080, 0.074, -0.267, 0.035, -0.204, 0.037, 0.081, 0.079, -0.053, 0.058, 0.087, 0.121, 0.050, 0.041